# 1
A structure of composition C2HNO4, computed with the ωB97M-V functional and the def2-TZVPD basis.

Structure (XYZ):
```
8
Properties=species:S:1:pos:R:3
C -1.361 0.406 0.623
C 1.326 0.210 -0.669
N 1.008 -1.020 -0.464
O -0.405 0.418 -0.246
O -1.488 -0.217 1.620
O 1.855 0.990 -1.331
O 0.981 -2.007 0.238
H -1.916 1.221 0.228
```

Computed properties:
E_LUMO (alpha / beta) = -0.4 / -3.2 eV
Multiplicity = 3
Energy above the lowest of the compared OMol25 structures with the same formula, charge and spin = 0.0 kJ/mol
Expectation value of S² = 2.0197
Frontier orbital gap (alpha / beta) = 9.23 / 7.11 eV
Highest occupied orbital energy (alpha / beta) = -9.63 / -10.34 eV
Net charge = 0

Which charges does natural (NBO) predict for the atoms? In e, they are: 0.646, 0.883, 0.063, -0.670, -0.565, -0.370, -0.092, 0.106

# 2
A cluster of 2 separate species, C2HNO4 in total, computed with the ωB97M-V functional and the def2-TZVPD basis.

Structure (XYZ):
```
8
Properties=species:S:1:pos:R:3
C 1.790 -1.108 -0.077
C 0.915 0.019 0.103
N 1.248 1.493 -0.114
O 2.369 1.762 0.236
O 2.331 -1.797 -0.861
O 0.404 2.208 -0.591
O 1.647 -0.700 1.106
H -0.597 -0.135 0.214
```

Computed properties:
E_LUMO (alpha / beta) = 0.3 / -4.2 eV
Multiplicity = 3
Energy above the lowest of the compared OMol25 structures with the same formula, charge and spin = 334.6 kJ/mol
Expectation value of S² = 2.0069
Frontier orbital gap (alpha / beta) = 8.90 / 6.72 eV
Highest occupied orbital energy (alpha / beta) = -8.60 / -10.96 eV
Net charge = 0

Which charges does natural (NBO) predict for the atoms? In e, they are: 0.752, 0.058, 0.183, -0.140, -0.502, -0.128, -0.410, 0.186

# 3
The molecule C2HNO5, computed with the ωB97M-V functional and the def2-TZVPD basis.

Structure (XYZ):
```
9
Properties=species:S:1:pos:R:3
O 2.667 -0.227 -0.004
C 1.459 -0.392 0.198
O 0.577 -1.395 0.345
C -0.660 -0.838 -0.161
O -1.786 -1.338 -0.183
N -0.527 0.427 -0.502
O -1.195 1.038 0.601
O 0.855 0.708 -0.367
H -1.389 2.018 0.074
```

Computed properties:
E_LUMO = -0.5 eV
SMILES = O=c1oc(=O)n(O)o1
Multiplicity = 1
Energy above the lowest of the compared OMol25 structures with the same formula, charge and spin = 209.6 kJ/mol
Frontier orbital gap = 11.00 eV
Highest occupied orbital energy = -11.48 eV
Net charge = 0

These are the natural (NBO) partial charges, in e, on atoms 1 to 8: -0.517, 0.931, -0.453, 0.838, -0.459, 0.022, -0.523, -0.343